{"formula": "C26H25F5IN9O2RbSSbSeTe", "method": "the ωB97M-V functional and the def2-TZVPD basis", "species": ["Rb", "N", "C", "S", "N", "N", "C", "C", "C", "C", "C", "C", "C", "O", "H", "H", "H", "H", "H", "H", "H", "Se", "N", "C", "C", "C", "C", "C", "N", "C", "C", "N", "C", "C", "C", "C", "C", "N", "H", "H", "H", "H", "H", "H", "F", "Te", "F", "F", "F", "F", "O", "C", "Sb", "C", "C", "H", "H", "H", "H", "H", "H", "H", "H", "H", "I", "C", "C", "N", "N", "C", "H", "H", "H"], "positions_angstrom": [[1.093, -0.158, 0.817], [3.029, -3.742, -3.675], [2.450, -2.785, -2.828], [3.115, -1.199, -2.854], [1.424, -3.224, -2.155], [0.948, -2.325, -1.231], [-0.319, -2.148, -1.108], [-1.497, -2.543, -1.876], [-1.434, -3.311, -3.044], [-2.573, -3.644, -3.760], [-3.812, -3.199, -3.296], [-3.910, -2.427, -2.159], [-2.764, -2.040, -1.403], [-2.874, -1.258, -0.393], [3.983, -3.511, -3.899], [2.886, -4.686, -3.342], [-0.551, -1.571, -0.219], [-0.460, -3.639, -3.380], [-2.497, -4.241, -4.661], [-4.716, -3.460, -3.840], [-4.871, -2.070, -1.805], [-1.300, 8.051, 2.101], [-2.086, 6.727, 1.181], [-1.275, 5.709, 1.199], [-1.583, 4.415, 0.600], [-2.804, 4.151, -0.025], [-3.058, 2.874, -0.467], [-2.099, 1.881, -0.250], [-0.918, 2.136, 0.295], [-0.649, 3.380, 0.695], [0.687, 3.633, 1.289], [1.599, 2.669, 1.177], [2.770, 2.827, 1.759], [3.116, 3.941, 2.521], [2.202, 4.971, 2.593], [0.972, 4.834, 1.947], [-0.018, 5.905, 1.913], [0.160, 7.071, 2.461], [-3.528, 4.948, -0.132], [-3.991, 2.618, -0.951], [-2.306, 0.842, -0.502], [3.481, 2.019, 1.629], [4.071, 3.987, 3.025], [2.411, 5.882, 3.138], [0.973, 0.510, 5.898], [0.909, -0.521, 4.337], [0.202, -1.840, 5.507], [2.347, 0.563, 3.635], [2.480, -1.341, 5.027], [0.067, 1.070, 3.688], [0.700, -1.546, 2.889], [-4.422, -0.796, 2.426], [-2.265, -0.789, 2.296], [-2.163, -2.930, 2.395], [-2.315, -0.441, 4.494], [-4.731, -1.539, 3.164], [-4.812, -1.057, 1.443], [-4.803, 0.184, 2.720], [-2.055, -3.247, 3.432], [-1.311, -3.288, 1.822], [-3.081, -3.331, 1.965], [-2.815, -1.241, 5.042], [-2.808, 0.524, 4.637], [-1.355, -0.296, 5.002], [-3.026, 3.033, -4.633], [-1.506, 2.076, -3.630], [-1.417, 0.734, -3.331], [-0.263, 0.591, -2.661], [0.405, 1.736, -2.499], [-0.342, 2.653, -3.091], [-2.072, -0.104, -3.515], [0.072, -0.278, -2.256], [-0.033, 3.686, -3.106]], "atomic_forces_ev_per_a": [[0.6, 0.6, -1.1], [0.0, 0.0, 0.0], [0.0, -0.1, 0.0], [0.0, 0.0, 0.0], [0.0, 0.4, -0.2], [-0.2, -0.3, 0.3], [0.1, -0.2, 0.2], [0.0, -0.1, 0.0], [0.0, 0.0, 0.0], [0.0, 0.0, 0.0], [0.0, 0.0, 0.0], [0.0, 0.0, 0.0], [0.0, 0.1, 0.0], [0.0, 0.0, 0.0], [0.0, 0.0, 0.0], [0.0, 0.0, 0.0], [-0.6, 0.0, -0.2], [0.0, 0.0, 0.0], [0.0, 0.0, 0.0], [0.0, 0.0, 0.0], [0.0, 0.0, 0.0], [0.0, -0.1, 0.0], [0.0, 0.1, 0.0], [0.0, 0.0, 0.0], [0.0, 0.0, 0.0], [0.0, 0.0, 0.0], [0.0, 0.0, 0.0], [0.0, 0.0, 0.0], [0.1, 0.0, 0.0], [0.0, 0.0, 0.0], [0.0, 0.0, 0.0], [0.0, 0.0, 0.0], [0.2, -0.1, 0.1], [-0.2, 0.2, -0.1], [0.0, 0.0, 0.0], [0.0, 0.0, 0.0], [-0.1, 0.0, 0.0], [-0.1, 0.1, 0.0], [0.0, 0.0, 0.0], [0.0, 0.0, 0.0], [0.0, 0.0, 0.0], [0.0, 0.0, 0.0], [0.0, 0.0, 0.0], [0.0, 0.0, 0.0], [-0.3, 0.0, 0.0], [3.3, -0.3, 0.3], [-0.9, 0.4, -0.1], [-0.1, -0.1, -0.1], [-0.1, -0.1, 0.0], [-0.8, -0.5, 0.1], [-0.6, 0.1, 1.0], [0.0, 0.1, -0.3], [-0.5, -0.1, 0.4], [0.1, 0.0, -0.1], [0.4, 0.1, -0.1], [0.0, 0.0, 0.0], [0.0, 0.0, 0.0], [0.0, 0.0, 0.0], [0.0, 0.0, 0.0], [0.0, 0.0, 0.0], [0.0, 0.0, 0.0], [-0.2, 0.0, -0.1], [-0.2, -0.1, 0.0], [-0.4, -0.1, 0.0], [-0.1, 0.0, 0.0], [0.1, -0.1, 0.0], [-0.1, 0.0, 0.1], [-0.2, -0.1, 0.0], [0.0, 0.0, 0.0], [0.0, 0.0, 0.0], [0.0, 0.0, 0.0], [0.4, 0.1, -0.2], [0.0, 0.0, 0.0]], "nbo_charge": [0.904, -0.845, 0.258, -0.541, -0.483, -0.289, -0.006, -0.212, -0.175, -0.338, -0.197, -0.345, 0.402, -0.836, 0.375, 0.362, 0.164, 0.237, 0.189, 0.183, 0.196, 0.814, -0.611, 0.139, -0.157, -0.135, -0.242, 0.062, -0.428, 0.258, 0.199, -0.414, 0.091, -0.256, -0.125, -0.154, 0.222, -0.633, 0.222, 0.225, 0.268, 0.202, 0.218, 0.222, -0.610, 3.354, -0.628, -0.674, -0.651, -0.633, -1.136, -1.017, 1.126, -0.998, -1.001, 0.202, 0.237, 0.202, 0.216, 0.234, 0.217, 0.208, 0.210, 0.160, 0.116, -0.317, -0.068, -0.316, -0.231, -0.104, 0.253, 0.452, 0.203], "charge": -2, "gap_ev": 4.7, "fmax_ha_per_bohr": 0.065, "energy_ha": -5778.14225, "relative_energy_kcal_mol": 0.0}

=====

{"formula": "C26H25FN3O3STa", "method": "the ωB97M-V functional and the def2-TZVPD basis", "species": ["Ta", "C", "C", "C", "C", "C", "C", "C", "C", "C", "C", "C", "C", "N", "C", "C", "C", "C", "C", "C", "F", "H", "H", "H", "H", "H", "H", "H", "H", "H", "H", "H", "H", "H", "H", "H", "H", "H", "H", "H", "H", "H", "O", "S", "N", "O", "C", "N", "C", "O", "C", "C", "C", "C", "C", "C", "H", "H", "H", "H"], "positions_angstrom": [[0.366, -0.409, 0.388], [-3.264, -0.675, 2.926], [-3.059, 0.369, 1.828], [-4.299, 1.266, 1.702], [-1.843, 1.234, 2.065], [-1.599, 1.792, 3.309], [-0.503, 2.615, 3.529], [0.381, 2.918, 2.507], [0.189, 2.408, 1.231], [1.151, 2.811, 0.121], [0.463, 3.571, -1.014], [1.982, 1.640, -0.414], [-0.927, 1.547, 1.019], [-0.982, 0.865, -0.217], [-1.842, 0.778, -1.307], [-2.850, 1.636, -1.724], [-3.542, 1.321, -2.887], [-3.242, 0.188, -3.635], [-2.226, -0.682, -3.240], [-1.587, -0.330, -2.090], [-0.523, -1.125, -1.548], [-4.094, -1.327, 2.655], [-3.516, -0.215, 3.882], [-2.382, -1.300, 3.065], [-2.930, -0.165, 0.883], [-4.489, 1.786, 2.642], [-5.174, 0.660, 1.469], [-4.187, 2.016, 0.920], [-2.276, 1.583, 4.126], [-0.340, 3.031, 4.515], [1.222, 3.572, 2.696], [1.860, 3.491, 0.595], [-0.184, 2.922, -1.606], [1.209, 3.999, -1.683], [-0.141, 4.389, -0.621], [1.447, 1.055, -1.186], [2.419, 1.033, 0.397], [2.850, 1.987, -0.978], [-3.079, 2.531, -1.161], [-4.330, 1.983, -3.218], [-3.798, -0.030, -4.535], [-1.968, -1.570, -3.798], [1.462, -0.561, 2.154], [0.840, -1.984, 2.337], [-0.323, -1.959, 1.267], [2.271, -0.845, -2.535], [2.568, -1.632, -1.693], [1.942, -1.610, -0.365], [2.467, -2.606, 0.336], [2.121, -2.923, 1.547], [3.469, -3.347, -0.410], [4.256, -4.426, -0.061], [5.130, -4.901, -1.038], [5.197, -4.311, -2.295], [4.394, -3.218, -2.638], [3.535, -2.753, -1.672], [4.203, -4.883, 0.918], [5.768, -5.745, -0.813], [5.888, -4.707, -3.027], [4.447, -2.762, -3.617]], "atomic_forces_ev_per_a": [[0.0, 0.8, -0.3], [0.0, 0.0, 0.0], [0.0, 0.0, 0.0], [0.0, 0.0, 0.0], [0.0, 0.0, 0.0], [0.0, 0.0, 0.0], [0.0, 0.0, 0.0], [0.0, 0.0, 0.0], [0.0, 0.0, 0.0], [0.0, 0.0, 0.0], [0.0, 0.0, 0.0], [0.0, 0.1, -0.1], [0.0, 0.1, 0.1], [0.3, -0.7, 0.1], [-0.1, 0.0, -0.1], [0.1, 0.0, 0.1], [0.0, 0.0, 0.0], [0.0, 0.0, 0.0], [0.0, 0.0, 0.0], [0.1, -0.1, 0.0], [-0.1, 0.1, 0.0], [0.0, 0.0, 0.0], [0.0, 0.0, 0.0], [0.0, 0.0, 0.0], [0.0, 0.0, 0.0], [0.0, 0.0, 0.0], [0.0, 0.0, 0.0], [0.0, 0.0, 0.0], [0.0, 0.0, 0.0], [0.0, 0.0, 0.0], [0.0, 0.0, 0.0], [0.0, 0.0, 0.0], [0.0, 0.0, 0.0], [0.0, 0.0, 0.0], [0.0, 0.0, 0.0], [0.0, -0.1, 0.0], [0.0, -0.1, 0.0], [0.0, 0.0, 0.0], [0.0, 0.0, 0.0], [0.0, 0.0, 0.0], [0.0, 0.0, 0.0], [0.0, 0.0, 0.0], [0.0, 0.1, 0.0], [-0.2, -0.1, -0.1], [0.0, -0.2, 0.3], [0.0, 0.0, 0.0], [0.0, 0.0, 0.0], [0.0, 0.0, -0.2], [-0.1, -0.2, 0.2], [0.0, 0.1, 0.0], [0.1, 0.0, 0.0], [0.0, 0.0, 0.0], [0.0, 0.0, 0.0], [0.0, 0.0, 0.0], [0.0, 0.0, 0.0], [0.0, 0.0, 0.1], [0.0, 0.0, 0.0], [0.0, 0.0, 0.0], [0.0, 0.0, 0.0], [0.0, 0.0, 0.0]], "nbo_charge": [2.225, -0.596, -0.265, -0.589, 0.094, -0.206, -0.100, -0.208, 0.050, -0.257, -0.605, -0.646, -0.043, -0.688, 0.051, -0.164, -0.183, -0.176, -0.229, 0.338, -0.327, 0.239, 0.216, 0.204, 0.210, 0.220, 0.237, 0.208, 0.246, 0.249, 0.243, 0.244, 0.207, 0.241, 0.237, 0.230, 0.241, 0.299, 0.236, 0.249, 0.252, 0.265, -0.917, 1.705, -1.054, -0.464, 0.703, -0.754, 0.708, -0.584, -0.092, -0.138, -0.162, -0.135, -0.124, -0.151, 0.253, 0.253, 0.252, 0.256], "charge": 2, "gap_ev": 7.1, "fmax_ha_per_bohr": 0.016, "energy_ha": -1950.32646, "relative_energy_kcal_mol": 0.0}

=====

{"formula": "C26H25FeIN9O3S2", "method": "the ωB97M-V functional and the def2-TZVPD basis", "species": ["Fe", "N", "C", "C", "O", "N", "C", "C", "O", "O", "H", "H", "H", "H", "H", "H", "S", "C", "N", "N", "C", "C", "C", "C", "C", "C", "N", "N", "C", "C", "C", "C", "C", "C", "H", "H", "H", "H", "H", "H", "H", "H", "H", "H", "H", "I", "C", "C", "C", "C", "N", "C", "H", "H", "H", "H", "S", "C", "N", "C", "C", "C", "N", "H", "H", "H", "H"], "positions_angstrom": [[-0.198, 0.091, -0.123], [0.239, -1.581, 1.661], [1.359, -1.007, 2.396], [1.413, 0.524, 2.279], [2.117, 1.173, 3.037], [0.659, 1.055, 1.299], [0.756, 2.498, 1.196], [0.153, 2.977, -0.128], [0.165, 4.158, -0.433], [-0.327, 2.044, -0.868], [-0.605, -1.489, 2.219], [0.386, -2.567, 1.482], [2.299, -1.392, 1.994], [1.325, -1.251, 3.466], [1.806, 2.818, 1.248], [0.222, 2.998, 2.014], [-1.105, -0.871, -1.875], [-2.637, -1.527, -1.278], [-3.360, -2.159, -2.177], [-4.409, -2.906, -1.813], [-4.507, -3.816, -0.791], [-5.756, -4.395, -0.525], [-5.879, -5.354, 0.457], [-4.770, -5.759, 1.186], [-3.531, -5.198, 0.918], [-3.389, -4.238, -0.061], [-3.006, -1.330, -0.037], [-2.314, -0.567, 0.769], [-2.785, -0.440, 2.042], [-2.106, 0.396, 2.947], [-2.527, 0.506, 4.253], [-3.656, -0.179, 4.686], [-4.356, -0.982, 3.795], [-3.923, -1.139, 2.498], [-5.153, -2.898, -2.500], [-6.616, -4.087, -1.102], [-6.841, -5.795, 0.664], [-4.867, -6.516, 1.948], [-2.662, -5.523, 1.471], [-2.415, -3.837, -0.298], [-1.251, 0.947, 2.589], [-1.979, 1.134, 4.940], [-3.990, -0.091, 5.709], [-5.245, -1.502, 4.123], [-4.439, -1.793, 1.810], [3.125, -4.788, -2.315], [3.129, -2.810, -1.587], [4.319, -2.114, -1.454], [4.263, -0.828, -0.947], [3.031, -0.312, -0.574], [1.894, -0.985, -0.707], [1.938, -2.208, -1.220], [5.261, -2.560, -1.733], [5.159, -0.236, -0.853], [2.960, 0.675, -0.143], [0.995, -2.721, -1.346], [2.042, 1.297, -2.920], [1.740, 2.922, -3.107], [0.446, 3.379, -3.019], [0.144, 4.652, -3.290], [1.129, 5.522, -3.676], [2.446, 5.026, -3.628], [2.733, 3.781, -3.371], [-0.208, 2.776, -2.487], [-0.892, 4.942, -3.194], [0.916, 6.544, -3.939], [3.294, 5.673, -3.814]], "atomic_forces_ev_per_a": [[0.9, 1.2, 1.9], [-0.3, 0.3, -0.5], [0.3, 0.3, 0.3], [0.1, -0.8, 0.3], [0.0, -0.1, 0.0], [-0.3, -0.1, -0.7], [0.0, 0.4, -0.4], [0.7, 0.6, 1.3], [-0.2, -0.2, 0.2], [-1.0, -2.3, -0.3], [0.0, -0.1, -0.1], [0.0, 0.0, -0.1], [-0.1, 0.0, 0.1], [0.1, 0.1, -0.2], [-0.3, 0.1, 0.0], [0.1, 0.0, 0.0], [-1.0, -0.7, -1.1], [2.8, 1.5, 1.4], [-1.7, -1.2, -1.3], [0.7, 1.1, -0.6], [0.1, -0.9, 0.9], [0.2, 0.2, -0.2], [0.0, -0.1, 0.1], [0.0, 0.0, 0.0], [0.0, 0.0, 0.0], [0.0, 0.2, -0.3], [-2.0, -0.6, 0.6], [1.8, 0.8, -1.6], [-0.5, -0.2, 0.8], [0.1, -0.1, -0.4], [-0.1, 0.0, 0.2], [0.0, 0.0, 0.0], [0.0, -0.1, 0.1], [0.1, 0.0, -0.3], [0.1, -0.1, 0.0], [-0.1, 0.0, 0.0], [-0.1, 0.0, 0.0], [0.0, -0.1, 0.1], [0.1, 0.0, 0.0], [0.0, 0.0, 0.0], [0.1, 0.1, 0.0], [0.0, 0.1, 0.0], [0.0, 0.0, 0.1], [0.0, -0.1, 0.0], [0.0, 0.0, 0.0], [-0.1, 0.4, 0.1], [0.0, -0.4, -0.1], [-0.1, 0.2, 0.1], [-0.1, -0.2, 0.0], [0.3, 0.2, 0.1], [-0.6, 0.5, 0.1], [0.0, -0.4, -0.1], [0.1, 0.0, -0.1], [0.0, 0.1, 0.1], [0.0, 0.1, 0.0], [-0.1, 0.0, 0.0], [0.0, -0.4, 0.0], [-0.4, -0.8, -0.1], [0.2, 0.2, -0.1], [0.2, 0.4, -0.2], [-0.1, -0.1, 0.1], [-0.4, 0.1, -0.2], [0.6, 0.4, 0.0], [0.3, 0.1, -0.4], [0.0, 0.0, 0.1], [-0.1, 0.1, 0.0], [0.0, 0.2, 0.0]], "lowdin_spin": [2.959, 0.019, 0.002, 0.011, 0.022, -0.002, 0.001, 0.001, -0.002, -0.010, 0.001, 0.000, 0.000, 0.000, 0.001, 0.001, 0.065, 0.147, 0.395, 0.301, 0.007, 0.058, -0.004, 0.067, -0.004, 0.061, 0.160, 0.412, 0.013, 0.077, -0.008, 0.097, -0.006, 0.083, 0.004, 0.003, -0.002, 0.004, -0.002, 0.006, 0.004, -0.003, 0.006, -0.003, 0.006, 0.001, 0.001, 0.000, 0.001, 0.002, 0.032, 0.005, 0.000, 0.000, 0.000, 0.003, 0.006, 0.001, 0.000, 0.000, 0.000, 0.000, 0.000, 0.000, 0.000, 0.000, 0.000], "multiplicity": 6, "gap_ev": [5.4, 4.9], "fmax_ha_per_bohr": 0.068, "s2": 8.88, "energy_ha": -4082.01710}

=====

Which formula does entry 1 have? C26H25F5IN9O2RbSSbSeTe